1.
C32H43Cl51NO5 | ωB97M-V/def2-TZVPD

The geometry in ORCA input format:
```
! RIJCOSX wB97M-V def2-TZVPD def2/J DEFGRID3
* xyz 1 1
C -0.73483 5.89070 -1.63506
C -1.38938 5.61370 -2.99091
C -0.43092 4.80404 -3.83255
O -1.10874 3.74646 -4.54191
C -0.40754 2.54718 -4.56846
C 0.95526 2.55567 -5.26541
C 2.17327 2.64386 -4.37507
O 2.60785 1.35226 -3.95271
C 3.59083 0.85336 -4.76947
O 3.37053 -0.11103 -5.42419
C 4.92647 1.50462 -4.81372
C 5.64218 1.52128 -3.47660
C -1.29786 1.66816 -5.43205
N -1.41942 0.49286 -4.99493
C -0.59890 0.32053 -3.77741
C -1.08232 -0.66101 -2.72366
C -0.02911 -0.91727 -1.67444
O -0.68769 -1.09986 -0.41267
C -0.35511 -0.09095 0.44184
O -1.00083 0.88926 0.51591
C -0.60883 1.74374 -3.25423
H -1.00715 6.85276 -1.24116
H 0.33994 5.88795 -1.71736
H -0.97774 5.08645 -0.96207
H -1.55551 6.57454 -3.43959
H -2.31721 5.09498 -2.85583
H 0.28411 4.35407 -3.15883
H 0.08724 5.41717 -4.55488
H 1.07540 1.66473 -5.86803
H 0.97143 3.40800 -5.92503
H 2.95860 3.07931 -4.97025
H 2.06758 3.27879 -3.51266
H 5.50652 1.06963 -5.59948
H 4.78189 2.53759 -5.10417
H 6.46448 2.20781 -3.48861
H 4.97857 1.82539 -2.68902
H 6.01513 0.53524 -3.26683
H -1.78206 1.99290 -6.32664
H -1.97876 -0.23617 -5.40752
H 0.37716 0.05690 -4.16627
H -1.95959 -0.24233 -2.25915
H -1.33180 -1.59832 -3.19405
H 0.56781 -1.77198 -1.92120
H 0.66235 -0.09161 -1.56151
H 0.53133 -0.25312 1.05008
H -1.65837 1.92183 -3.07011
H -0.02827 1.96624 -2.38376
C -2.97527 -2.32025 3.58251
Cl -1.25657 -2.35848 3.97761
Cl -3.52958 -3.91105 3.06080
Cl -3.91918 -1.74486 4.95610
H -3.11563 -1.62866 2.76273
C -5.07411 3.35485 -1.56094
Cl -4.73305 2.81022 0.07621
Cl -5.10128 5.11118 -1.65410
Cl -3.87305 2.70365 -2.69467
H -6.04617 2.98029 -1.85006
C 2.56788 -3.24976 3.21184
Cl 1.23923 -4.36271 2.90715
Cl 3.00425 -2.33995 1.75587
Cl 2.09044 -2.15128 4.52062
H 3.43081 -3.81967 3.52189
C 3.94514 -1.95306 -8.14243
Cl 5.47859 -1.17888 -8.54168
Cl 2.61694 -1.20676 -9.04079
Cl 4.01443 -3.68979 -8.45598
H 3.75905 -1.80160 -7.09030
C 1.24273 -7.59529 5.93497
Cl 1.49675 -5.86108 5.73511
Cl 2.45648 -8.50657 5.02870
Cl 1.27470 -8.04146 7.63804
H 0.26956 -7.84372 5.53630
C -7.08727 0.03283 0.90129
Cl -8.34482 0.31363 2.09748
Cl -6.85869 -1.69199 0.61855
Cl -7.46815 0.86444 -0.61283
H -6.15938 0.43855 1.28014
C 4.86494 2.33698 4.52950
Cl 3.28245 2.75499 5.17809
Cl 5.13271 3.12859 2.97186
Cl 6.14085 2.75609 5.66961
H 4.89490 1.27320 4.37098
C 5.19490 -4.65185 7.04745
Cl 6.77848 -3.89896 7.21568
Cl 4.17549 -3.71709 5.94161
Cl 5.34269 -6.31992 6.50064
H 4.71496 -4.65377 8.01621
C 3.55612 -11.58844 7.27397
Cl 3.12156 -13.24621 6.86026
Cl 3.09236 -11.21293 8.93267
Cl 5.28093 -11.31292 7.02759
H 3.01332 -10.92308 6.61689
C -4.96737 7.72678 -4.79871
Cl -4.94337 9.29915 -5.58742
Cl -3.83093 6.61689 -5.57040
Cl -4.59413 7.87811 -3.07845
H -5.96108 7.31296 -4.89558
C -11.64666 0.23313 5.02829
Cl -10.39865 1.26644 4.32468
Cl -13.19571 0.49652 4.23206
Cl -11.17365 -1.46235 4.93425
H -11.75271 0.49747 6.07050
C -2.10368 5.44114 -9.17633
Cl -2.60287 7.05106 -8.68689
Cl -0.41471 5.42141 -9.67597
Cl -2.37286 4.29357 -7.84907
H -2.70995 5.13356 -10.01633
C -1.98574 2.79125 3.75644
Cl -2.98901 4.00825 4.54083
Cl -0.28996 3.30551 3.82177
Cl -2.27860 1.20487 4.48171
H -2.28386 2.73153 2.71849
C -1.07917 -5.28148 -0.99884
Cl -0.82177 -4.12145 -2.31290
Cl -0.23106 -4.83191 0.47647
Cl -2.80293 -5.45742 -0.67899
H -0.70152 -6.23798 -1.33319
C 0.68882 -0.83370 8.25599
Cl 2.27713 -0.11037 8.48013
Cl -0.26352 0.07672 7.08165
Cl 0.81631 -2.50140 7.69401
H 0.17996 -0.83529 9.20964
C 2.53605 -3.81004 -4.49901
Cl 4.07605 -3.06103 -4.87334
Cl 1.24505 -3.03509 -5.44047
Cl 2.58583 -5.53852 -4.81411
H 2.32781 -3.66234 -3.44860
C 4.99993 -0.04887 11.55639
Cl 3.74713 -1.24085 11.21198
Cl 5.47523 0.79283 10.07748
Cl 4.45559 1.09610 12.77918
H 5.86517 -0.56900 11.94120
*
```

Orbital gap: 8.377 eV

2.
C32H43ClO8 | ωB97M-V/def2-TZVPD

The geometry in ORCA input format:
```
! RIJCOSX wB97M-V def2-TZVPD def2/J DEFGRID3
* xyz 0 1
C -1.49573 1.69416 1.68822
C -0.56876 1.27667 1.03886
C 0.28800 0.60406 0.05567
C 0.48418 1.24635 -1.17679
C 1.27123 0.60819 -2.15612
C 1.81720 -0.64074 -1.85405
C 1.62393 -1.28848 -0.60911
C 0.85053 -0.65439 0.36760
C 2.24955 -2.66260 -0.41845
O 2.80193 -2.98923 0.59870
C 2.13805 -3.55350 -1.64880
C 1.85065 -4.92301 -1.59156
C 1.66182 -5.67471 -0.27718
C 1.73747 -5.63486 -2.80712
C 1.87979 -5.00655 -4.05281
C 2.17878 -3.62581 -4.09705
C 2.31839 -2.87365 -5.42938
C 1.05024 -1.99334 -5.58301
C -0.19315 -2.86517 -5.95443
Cl 1.30739 -0.65027 -6.76124
C 2.31390 -2.89954 -2.90388
C 2.63873 -1.41061 -2.87484
O 3.48154 -0.89043 -3.55668
H -2.19945 1.95526 2.45354
H 0.03321 2.20367 -1.42297
H 1.47940 1.01868 -3.14358
H 0.66831 -1.11278 1.33592
H 0.71637 -6.23192 -0.31452
H 1.72093 -5.00678 0.58039
H 2.45048 -6.43949 -0.21803
H 1.53339 -6.70649 -2.80092
H 1.76948 -5.54139 -4.99278
H 2.32822 -3.58559 -6.26323
H 3.23279 -2.27873 -5.43503
H 0.79465 -1.50690 -4.63493
H -0.82572 -2.95064 -5.06051
H 0.11624 -3.87357 -6.24290
H -0.76162 -2.34851 -6.73139
C 4.05186 1.62936 -0.18582
O 4.41930 2.72115 0.62870
C 5.78863 3.06280 0.48940
C 6.02469 4.50634 0.88158
O 5.64695 5.44227 -0.12139
C 4.25439 5.66438 -0.30500
C 3.61536 6.48923 0.79346
O 3.36140 5.69172 1.93917
C 3.27482 6.45850 3.11907
H 4.60889 0.72725 0.09390
H 2.98972 1.44651 -0.04085
H 4.22470 1.85729 -1.24441
H 6.11802 2.91142 -0.54541
H 6.37314 2.40754 1.14955
H 7.10154 4.64354 1.00434
H 5.55616 4.73985 1.83875
H 3.71976 4.72588 -0.46034
H 4.18132 6.23801 -1.23214
H 2.65607 6.88739 0.43581
H 4.27723 7.32509 1.04849
H 4.21115 6.99870 3.30128
H 3.10313 5.77524 3.94903
H 2.44335 7.17013 3.06471
C -3.49961 -1.82668 3.57250
O -4.59225 -0.98506 3.27906
C -4.86029 -0.91691 1.88653
C -6.29978 -0.52095 1.63164
O -7.22647 -1.58743 1.79545
C -7.52056 -1.98727 3.12856
C -8.41050 -1.01576 3.87635
O -7.66123 0.09358 4.34777
C -8.46615 1.23087 4.56605
H -2.57864 -1.44880 3.11283
H -3.37249 -1.84562 4.65365
H -3.69009 -2.84919 3.22618
H -4.66221 -1.88452 1.41063
H -4.19320 -0.16044 1.45095
H -6.38124 -0.23455 0.58056
H -6.58512 0.34710 2.22784
H -6.60958 -2.20457 3.68813
H -8.07083 -2.92550 3.02579
H -8.85120 -1.52346 4.74476
H -9.21489 -0.67893 3.21221
H -8.95836 1.54276 3.63760
H -7.81831 2.03879 4.90178
H -9.22097 1.03561 5.33571
*
```

Orbital gap: 8.306 eV
SMILES: C#Cc1ccc2c(c1)C(=O)c1c(C)ccc(C[C@H](C)Cl)c1C2=O.COCCOCCOC.COCCOCCOC

3.
C32H43CoN8O2P | ωB97M-V/def2-TZVPD

The geometry in ORCA input format:
```
! RIJCOSX wB97M-V def2-TZVPD def2/J DEFGRID3
* xyz 0 4
Co 0.75675 0.23370 0.30616
C -0.21717 2.68087 -3.07923
C 0.50190 1.31673 -3.06363
C -0.39278 0.10549 -2.70926
N -0.07478 -0.59264 -1.47005
C 0.60490 -1.72069 -1.51038
C 1.33771 -2.13272 -2.66186
C 1.90507 -3.33949 -2.99694
C 1.89669 -4.55407 -2.31715
C 1.40364 -4.75982 -1.04430
C 0.89000 -3.86007 -0.12086
C 0.61657 -2.47457 -0.20653
N 0.24062 -1.75648 0.84008
C 0.50100 -2.30414 2.16578
C 0.51460 -1.23760 3.26918
C 1.64079 -0.20049 3.14122
N 1.25516 0.77653 2.15438
C 1.57564 2.04880 2.19575
C 2.58824 2.55260 3.03917
C 2.98147 3.85194 3.31688
C 2.44437 5.05488 2.90000
C 1.39361 5.21592 2.00287
C 0.68635 4.29079 1.26687
C 0.77848 2.87662 1.20464
N 0.08986 2.15546 0.35830
C -0.84494 2.75327 -0.57241
C -0.17378 3.46722 -1.76369
H -1.26180 2.53662 -3.38527
H 0.25032 3.30571 -3.84328
H 1.32872 1.36053 -2.35508
H 0.93310 1.14395 -4.05231
H -0.40756 -0.60707 -3.54076
H -1.42485 0.46764 -2.60147
H 1.48513 -1.34401 -3.38873
H 2.41465 -3.34901 -3.95590
H 2.33896 -5.40481 -2.82005
H 1.47701 -5.77998 -0.67853
H 0.66388 -4.30049 0.84205
H 1.47315 -2.81232 2.16925
H -0.25769 -3.06050 2.42740
H 0.62546 -1.76387 4.22139
H -0.43963 -0.70115 3.28207
H 2.55595 -0.72147 2.83071
H 1.82316 0.26943 4.11418
H 3.17604 1.78279 3.52495
H 3.83009 3.93201 3.99003
H 2.88263 5.95707 3.30821
H 1.09964 6.24572 1.82223
H -0.05040 4.72164 0.60131
H -1.52502 3.43393 -0.04397
H -1.46163 1.93397 -0.95427
H 0.87011 3.65265 -1.50683
H -0.65706 4.43511 -1.92718
C -4.49104 -2.95911 0.86079
N -4.02353 -2.66140 -0.56624
C -4.98218 -1.63080 -1.16705
N -5.07541 -0.47602 -0.35161
C -5.48681 -0.82665 1.00287
N -4.57155 -1.77350 1.63056
C -3.24456 -1.18046 1.87449
P -2.29690 -0.60352 0.35710
C -2.59926 -2.17976 -0.58427
C -3.80901 0.28184 -0.34970
H -3.77789 -3.66309 1.28879
H -5.47262 -3.42763 0.76785
H -4.07984 -3.51886 -1.11580
H -5.94979 -2.12755 -1.25966
H -4.59280 -1.37823 -2.15301
H -6.48642 -1.26672 0.96985
H -5.51977 0.08037 1.60299
H -2.63366 -1.91581 2.40534
H -3.36097 -0.32420 2.54089
H -1.97907 -2.96928 -0.15431
H -2.29356 -2.04842 -1.62319
H -3.60052 0.59955 -1.37444
H -3.94624 1.19125 0.23880
O 3.17596 -1.26519 0.31541
C 3.55041 -0.22451 -0.21365
C 4.99236 0.06556 -0.59800
C 4.95426 1.54135 -0.97081
C 3.46806 1.89048 -0.92705
O 3.03159 2.99060 -1.21640
N 2.72321 0.81581 -0.51616
H 5.25261 -0.57540 -1.44209
H 5.65706 -0.18462 0.22730
H 5.34778 1.75879 -1.96326
H 5.47778 2.18301 -0.26147
*
```

⟨S²⟩: 3.76
Orbital gap (spin up / spin down): 5.252 / 5.365 eV

4.
C32H43F20NO13 | ωB97M-V/def2-TZVPD

The geometry in ORCA input format:
```
! RIJCOSX wB97M-V def2-TZVPD def2/J DEFGRID3
* xyz 0 1
C 0.99085 4.90186 1.53445
C -0.18238 4.77205 2.49169
F -0.33156 3.41660 2.76116
C -1.56205 5.31970 2.08425
C -1.68897 6.85736 2.28965
C -2.25847 7.65203 1.13555
F -0.44696 7.40336 2.64233
C -2.14914 4.69351 0.80731
C -3.57442 4.25564 1.12756
C -3.66908 4.26084 2.63879
O -4.62814 3.91977 3.31965
N -2.48587 4.74615 3.07625
H 1.79500 4.30553 1.94395
H 1.30176 5.92859 1.44780
H 0.73367 4.49157 0.56306
H 0.06298 5.25463 3.43352
H -2.34201 7.02309 3.13431
H -3.32264 7.78095 1.28795
H -1.82393 8.64050 1.18877
H -2.04943 7.23887 0.17019
H -1.98772 5.22795 -0.11438
H -1.60209 3.75517 0.73214
H -3.79103 3.26725 0.74597
H -4.31088 4.91958 0.68326
H -2.28779 4.80225 4.06328
C -0.61143 -2.32433 0.85219
C 0.35175 -1.16009 0.93231
O 0.41102 -0.44684 -0.32649
C -0.55339 0.42835 -0.53917
O -1.47012 0.69119 0.18277
C -0.31151 1.14442 -1.88026
F 0.02935 0.28203 -2.84743
F 0.67921 2.03691 -1.75312
F -1.40392 1.79450 -2.27157
H -0.34834 -2.97974 0.02046
H -0.57741 -2.89926 1.76830
H -1.63477 -1.98197 0.69237
H 1.36308 -1.51797 1.10830
H 0.10356 -0.46472 1.72955
C -0.60277 -4.89896 7.83371
C 0.48259 -4.76378 6.78795
O 0.04984 -3.93151 5.69477
C 0.14192 -2.62292 5.89149
O 0.54472 -2.06347 6.86718
C -0.32885 -1.89214 4.62314
F -1.45283 -2.43974 4.14752
F 0.62021 -1.97681 3.67488
F -0.56146 -0.61015 4.86284
H -1.52272 -5.27048 7.38171
H -0.28860 -5.59242 8.61272
H -0.82425 -3.93775 8.29588
H 0.71003 -5.73166 6.34715
H 1.40356 -4.36652 7.21126
C 2.13484 -7.50662 0.27190
C 1.77666 -7.61535 1.73662
O 2.65448 -6.81301 2.55582
C 2.34642 -5.52781 2.61737
O 1.43358 -4.98892 2.06265
C 3.34836 -4.80829 3.54190
F 4.59869 -5.19438 3.27122
F 3.10803 -5.09362 4.83184
F 3.27542 -3.49169 3.38293
H 3.18095 -7.77374 0.11593
H 1.51511 -8.17537 -0.31079
H 1.99508 -6.49044 -0.09326
H 1.90191 -8.63651 2.08894
H 0.74285 -7.32479 1.91812
C 5.08258 6.99398 -2.48949
C 3.87232 6.46215 -3.22486
O 2.67028 6.63517 -2.44604
C 2.10967 7.83283 -2.49604
O 2.48491 8.78515 -3.11328
C 0.82413 7.82525 -1.64933
F 1.02838 7.21273 -0.47174
F -0.14475 7.16336 -2.30500
F 0.40528 9.06404 -1.42406
H 5.16561 6.52852 -1.50717
H 5.98806 6.78247 -3.05651
H 5.01062 8.07101 -2.34240
H 3.95878 5.38984 -3.38274
H 3.75191 6.93529 -4.19796
C -4.22079 -5.47063 -0.24502
C -3.80922 -5.42208 -1.69988
O -2.53253 -6.06307 -1.90281
C -2.54997 -7.38224 -2.00941
O -3.50292 -8.10219 -1.96252
C -1.11608 -7.88766 -2.25206
F -0.24837 -7.28246 -1.42874
F -0.74300 -7.63362 -3.51164
F -1.03368 -9.19831 -2.05007
H -3.44379 -5.03617 0.38471
H -5.14466 -4.91307 -0.09801
H -4.38073 -6.49708 0.08326
H -3.66770 -4.39379 -2.02406
H -4.55721 -5.87756 -2.34673
C -0.59538 -0.00796 -5.92449
C 0.49160 -0.89151 -6.49379
O 0.85665 -0.48273 -7.82799
C 1.70509 0.52961 -7.91498
O 2.20041 1.13733 -7.01190
C 2.01990 0.80768 -9.39697
F 0.90865 0.79726 -10.13936
F 2.84848 -0.13357 -9.86806
F 2.60650 1.99117 -9.53348
H -1.45756 0.01417 -6.59203
H -0.91210 -0.37960 -4.95397
H -0.24487 1.01638 -5.80378
H 0.14071 -1.91605 -6.59365
H 1.37414 -0.90252 -5.85594
*
```

Orbital gap: 9.610 eV
SMILES: C[C@H](F)C1([C@H](C)F)CCC(=O)N1.CCOC(=O)C(F)(F)F.CCOC(=O)C(F)(F)F.CCOC(=O)C(F)(F)F.CCOC(=O)C(F)(F)F.CCOC(=O)C(F)(F)F.CCOC(=O)C(F)(F)F

5.
C32H43N3OPm | ωB97M-V/def2-TZVPD

The geometry in ORCA input format:
```
! RIJCOSX wB97M-V def2-TZVPD def2/J DEFGRID3
* xyz -1 5
Pm -0.46538 -0.52571 -0.15410
N 0.41639 -2.90780 2.91046
N -0.18730 -2.65265 -2.30555
C 0.68579 1.85151 -0.37981
C 1.75417 0.94072 -0.03489
C 1.67377 0.67030 1.37346
C 2.66092 -0.07072 2.21000
H 3.57662 -0.25359 1.63739
H 2.27816 -1.02692 2.56314
H 2.95672 0.53503 3.06532
C 0.49011 1.29626 1.85750
C 0.00610 1.30491 3.26566
H 0.35842 2.17853 3.82821
H 0.33995 0.40731 3.78874
H -1.08719 1.31407 3.29704
C -0.08156 2.08422 0.80770
C -1.19658 3.05411 1.04194
H -2.09624 2.50452 1.34624
H -1.43309 3.62082 0.14485
H -0.94771 3.74278 1.85533
C 2.74121 0.33413 -0.97593
H 3.66568 0.92996 -0.99780
H 2.37352 0.28202 -2.01138
H 3.00452 -0.68940 -0.67388
C 0.47275 2.47159 -1.72350
H -0.57641 2.75405 -1.88766
H 0.75655 1.78900 -2.53790
H 1.08655 3.37913 -1.84455
C -0.25707 -3.56012 3.81224
H 0.01245 -3.51258 4.83979
C -1.32639 -4.42498 3.45360
H -1.89428 -4.99286 4.22443
C -1.71577 -4.54609 2.08957
H -2.60649 -5.16586 1.77361
C -0.88328 -3.96118 1.09665
H -0.97852 -4.08874 0.02081
C 0.33568 -3.05756 1.55543
C 1.18259 -2.20266 0.95817
H 1.69344 -2.88934 0.22747
C -0.60060 -1.45053 -2.58699
C 0.39536 -3.25585 -3.34991
H 1.05834 -4.13344 -3.09110
C 0.21468 -2.38797 -4.41377
H 0.40582 -2.66360 -5.45322
N -0.43321 -1.24556 -3.98242
C -0.54344 0.02217 -4.58803
C 0.53337 0.39148 -5.36988
C 0.34487 1.57992 -6.05653
H 1.15720 1.86358 -6.69578
C -0.78998 2.36195 -5.85190
C -0.97741 3.63209 -6.64987
H -1.51593 4.37844 -6.05554
H -1.56699 3.44023 -7.55736
H -0.02155 4.06054 -6.95683
C -1.75777 1.99410 -4.94164
H -2.60662 2.62982 -4.71208
C -1.67504 0.80223 -4.23955
C -2.65157 0.38704 -3.19970
H -2.59410 -0.67496 -2.91558
H -3.67661 0.59454 -3.54481
H -2.51043 0.98979 -2.28679
C 1.82228 -0.35473 -5.33460
H 1.80892 -1.37339 -5.73265
H 2.29283 -0.37176 -4.34132
H 2.48090 0.22270 -5.99282
C -3.52675 -0.02459 3.72031
C -3.00254 -0.96837 2.65583
O -2.56138 -0.32745 1.37128
C -3.60683 -0.03420 0.40323
C -5.04056 0.06293 0.92064
H -3.66556 -0.57915 4.65836
H -2.84056 0.79834 3.93127
H -4.50094 0.40103 3.45931
H -2.10435 -1.48352 2.98270
H -3.75291 -1.72906 2.41970
H -3.33603 0.91406 -0.08069
H -3.54160 -0.82144 -0.35796
H -5.39975 -0.86287 1.38086
H -5.15834 0.89026 1.62541
H -5.70961 0.26850 0.07282
*
```

⟨S²⟩: 6.04
Orbital gap (spin up / spin down): 3.540 / 3.620 eV